Density functional theory data (the ωB97M-V functional and the def2-TZVPD basis) for C16H22AsN4O8S6Sn as an isolated structure.

```
58
Properties=species:S:1:pos:R:3:lowdin_charge:R:1
Sn 1.91 -2.56 0.53 1.0663
O 2.54 0.93 2.36 -0.4048
As 2.62 -0.43 3.46 1.1196
O -0.41 0.56 2.05 0.0074
O 2.17 -1.68 2.47 -0.8058
C -0.06 1.66 1.26 -0.2503
C -0.31 2.83 1.96 -0.0040
C 0.12 4.05 1.46 -0.0515
C 0.79 4.10 0.24 -0.0555
C 0.99 2.93 -0.47 -0.0398
C 0.57 1.69 0.02 -0.1707
S 0.91 0.32 -1.06 0.5173
O 1.79 -0.58 -0.26 -0.5526
O 1.57 0.84 -2.22 -0.2792
O -0.37 -0.33 -1.35 -0.3313
H 2.65 1.80 2.78 0.0559
H -0.84 2.77 2.90 0.1324
H -0.07 4.95 2.02 0.1146
H 1.14 5.04 -0.16 0.1142
H 1.51 2.96 -1.42 0.1088
N -1.57 -2.98 0.72 0.0532
C -2.37 -1.89 0.18 -0.3075
C -3.89 -2.08 0.38 -0.1242
C -4.87 -1.06 -0.21 -0.1693
C -4.78 -0.83 -1.71 -0.1593
N -3.57 -0.08 -2.07 0.1053
C -3.13 0.07 -3.31 -0.4298
N -1.90 0.52 -3.53 0.2217
N -3.93 -0.25 -4.34 0.2107
C -1.91 -0.55 0.73 -0.4253
O -2.51 0.49 0.59 0.1311
O -0.72 -0.64 1.37 0.0032
H -1.70 -3.82 0.17 0.0917
H -1.83 -3.20 1.68 0.0961
H -2.15 -1.84 -0.88 0.1374
H -4.09 -2.15 1.46 0.1280
H -4.12 -3.07 -0.03 0.1220
H -4.78 -0.10 0.30 0.1122
H -5.88 -1.42 -0.01 0.1228
H -5.66 -0.27 -2.03 0.1255
H -4.77 -1.78 -2.25 0.1322
H -3.03 0.32 -1.31 0.1229
H -1.19 0.37 -2.80 0.0752
H -1.59 0.73 -4.46 0.1310
H -4.92 -0.33 -4.21 0.1144
H -3.59 -0.21 -5.28 0.1276
C 6.14 -1.90 3.14 -0.3267
S 5.23 -0.35 2.96 0.7909
C 5.19 0.00 1.24 -0.9712
C 4.81 -0.78 0.21 -1.0816
S 4.42 -2.49 0.20 0.4719
S 4.77 0.01 -1.34 0.9393
C 5.11 1.62 -0.81 -1.4746
S 5.08 2.93 -1.78 0.5872
S 5.51 1.68 0.88 0.9112
H 6.24 -2.07 4.21 0.0491
H 7.12 -1.76 2.70 0.0613
H 5.61 -2.71 2.67 0.0037
```

Output
- energy (Eh) = -6282.8759
- max |F| (hartree/bohr) = 0.0099
- energy relative to the best compared isomer or geometry (same formula, charge and spin) (kcal per mole) = 0.0
- charge = +1
- LUMO level (eV) = -2.791
- molecular weight (g/mol) = 784.41

Density functional theory data (the ωB97M-V functional and the def2-TZVPD basis) for C16H22BBeCl2FIMgN7O16 as an isolated structure.

```
68
Properties=species:S:1:pos:R:3:lowdin_charge:R:1
C 1.79 -0.77 -2.94 -0.0201
C 0.60 -0.75 -2.85 -0.3275
N -0.73 -0.51 -2.75 0.1116
C -1.45 -0.31 -1.63 -0.2940
N -2.77 -0.04 -1.73 0.2218
C -3.12 0.14 -0.43 -0.2643
C -4.47 0.51 0.17 -0.0292
C -4.30 1.88 0.88 -0.4215
C -3.41 2.96 0.23 -0.0555
N -4.84 2.11 1.99 0.1352
N -2.08 -0.05 0.36 0.1695
N -0.99 -0.34 -0.38 0.0690
C 0.31 -0.61 0.22 -0.0935
C 0.40 -0.16 1.69 -0.8138
O -0.11 -0.75 2.58 0.0099
I 1.51 1.61 2.12 1.1019
H 2.85 -0.77 -3.08 0.0604
H -1.24 -0.48 -3.63 0.1450
H -4.74 -0.26 0.91 0.1288
H -5.23 0.61 -0.62 0.1292
H -2.44 2.91 0.78 0.0513
H -3.88 3.95 0.26 0.0762
H -3.18 2.73 -0.83 0.0695
H -4.59 3.06 2.28 0.0594
H -2.18 0.03 1.38 0.1654
H 0.48 -1.70 0.21 0.1475
H 1.15 -0.19 -0.34 0.0936
F -1.35 1.84 1.92 -0.6233
B -1.72 -4.93 3.36 -0.9523
O -2.47 -6.07 3.92 0.2432
C -2.18 -7.14 3.18 -0.4202
O -2.60 -8.25 3.37 0.1791
C -1.23 -6.73 2.07 -0.5136
O -0.75 -7.45 1.24 0.1368
O -0.97 -5.44 2.19 0.1728
O -2.61 -3.82 2.95 0.2362
C -2.22 -2.74 3.65 -0.3823
O -2.72 -1.66 3.56 0.1674
C -1.07 -3.13 4.55 -0.4165
O -0.49 -2.41 5.30 0.1653
O -0.80 -4.41 4.36 0.1768
Be 0.95 -6.66 3.38 0.9541
C 4.35 5.47 0.37 0.0062
N 3.74 4.40 1.21 -0.4533
O 4.30 3.32 1.23 -0.0132
O 2.72 4.67 1.82 -0.0125
H 5.24 5.08 -0.10 0.0777
H 3.61 5.76 -0.37 0.0790
H 4.59 6.30 1.03 0.1016
O 2.01 -3.32 3.77 -0.1428
H 1.49 -2.52 3.62 -0.0531
O 3.92 0.23 4.78 -0.4629
H 3.66 0.73 4.00 -0.1196
C 1.52 -1.30 -6.79 0.0508
N 0.37 -0.36 -6.82 -0.4397
O 0.22 0.32 -7.81 0.0900
O -0.35 -0.34 -5.84 0.0411
H 2.06 -1.21 -7.73 0.0955
H 2.15 -1.02 -5.95 0.0866
H 1.12 -2.30 -6.67 0.1035
Mg 4.32 0.92 6.58 1.3306
C 1.75 3.20 -3.96 -0.9522
Cl 1.26 1.62 -3.30 0.6812
Cl 0.37 4.29 -4.14 0.5042
H 2.47 3.66 -3.28 0.0276
H 2.20 3.05 -4.93 0.0252
O 4.87 6.39 -2.05 -0.3159
H 4.95 7.20 -2.55 -0.0850
```

Output
- energy (Eh) = -3766.9951
- max |F| (hartree/bohr) = 0.0648
- charge = 0
- LUMO level (eV) = -5.678
- molecular weight (g/mol) = 829.32

Density functional theory data (the ωB97M-V functional and the def2-TZVPD basis) for C16H22BHgN7 as an isolated structure.

```
47
Properties=species:S:1:pos:R:3:lowdin_spin:R:1
Hg -0.44 1.97 -1.30 0.0906
C -3.36 1.00 -2.74 0.0549
C -2.82 0.03 -1.77 0.1892
C -3.08 -1.32 -1.59 0.0133
C -2.14 -1.83 -0.70 0.1593
C -2.09 -3.16 -0.04 0.0408
N -1.35 -0.77 -0.28 0.1313
N -1.71 0.36 -1.02 0.1438
B -0.08 -0.84 0.56 0.0258
N -0.02 0.32 1.59 0.0034
N -0.01 1.61 1.20 0.0023
C 0.06 2.36 2.29 0.0015
C 0.08 3.85 2.20 0.0008
C 0.10 1.53 3.42 0.0001
C 0.04 0.24 2.93 0.0025
C 0.04 -1.05 3.68 0.0021
N 1.20 -0.76 -0.33 0.0053
N 1.45 0.32 -1.10 0.0157
C 2.56 0.08 -1.78 0.0100
C 3.10 1.09 -2.74 0.0036
C 3.05 -1.19 -1.46 0.0010
C 2.15 -1.69 -0.53 0.0069
C 2.17 -3.01 0.16 0.0021
H -4.20 0.57 -3.29 0.0008
H -2.58 1.29 -3.47 0.0252
H -3.70 1.93 -2.26 0.0084
H -3.87 -1.89 -2.06 -0.0042
H -2.84 -3.81 -0.49 0.0001
H -2.30 -3.08 1.03 0.0136
H -1.12 -3.64 -0.14 0.0065
H -0.04 -1.88 1.14 0.0013
H 0.04 4.16 1.16 0.0005
H 1.00 4.25 2.64 0.0000
H -0.76 4.29 2.73 0.0002
H 0.16 1.83 4.46 -0.0001
H 0.09 -0.85 4.75 0.0001
H 0.89 -1.67 3.41 0.0001
H -0.87 -1.62 3.48 0.0022
H 2.45 1.97 -2.77 0.0019
H 3.18 0.68 -3.75 0.0011
H 4.10 1.42 -2.44 0.0000
H 3.93 -1.68 -1.83 -0.0002
H 3.04 -3.58 -0.16 0.0001
H 1.28 -3.60 -0.07 0.0007
H 2.21 -2.90 1.25 0.0005
N 0.71 4.84 -2.14 0.0113
C 0.30 3.82 -1.82 0.0237
```

Output
- energy (Eh) = -1184.5488
- max |F| (hartree/bohr) = 0.0087
- charge = -1
- multiplicity = 2
- LUMO level (alpha / beta) (eV) = 2.901 / 2.844
- molecular weight (g/mol) = 523.80

Density functional theory data (the ωB97M-V functional and the def2-TZVPD basis) for C16H22BN7Ti as an isolated structure.

```
47
Properties=species:S:1:pos:R:3:lowdin_spin:R:1
Ti -0.58 -0.65 -0.66 1.7412
N -1.73 -1.90 0.92 0.0205
C -1.00 -1.98 2.20 0.0027
C -0.22 -0.70 2.42 0.0062
N 0.66 -0.49 1.26 0.0159
H -2.60 -1.38 1.04 0.0042
H -1.97 -2.83 0.59 0.0040
H -0.31 -2.82 2.13 0.0005
H -1.67 -2.17 3.05 -0.0002
H 0.34 -0.76 3.36 0.0005
H -0.89 0.15 2.48 0.0005
H 1.44 -1.14 1.28 0.0033
H 1.04 0.45 1.25 0.0006
B 0.08 2.67 0.02 0.0016
N 0.69 2.15 -1.32 0.0051
C 1.30 2.90 -2.25 0.0033
C 1.74 2.09 -3.27 0.0016
C 1.35 0.81 -2.87 0.0074
N 0.72 0.85 -1.69 0.0126
N -1.43 2.31 0.06 0.0070
C -2.46 3.12 0.32 0.0083
C -3.64 2.39 0.26 0.0032
C -3.21 1.10 -0.06 0.0162
N -1.88 1.06 -0.16 0.0177
H 0.19 3.86 0.03 0.0001
H 0.65 2.17 0.96 0.0009
H 1.37 3.97 -2.10 0.0003
H 2.26 2.37 -4.16 0.0001
H 1.48 -0.12 -3.40 0.0006
H -2.29 4.17 0.51 0.0008
H -4.64 2.74 0.40 0.0001
H -3.80 0.22 -0.25 0.0027
C -1.44 -1.75 -2.57 0.0172
C -0.63 -2.71 -1.96 0.0222
C 0.77 -2.49 -1.71 0.0321
C 1.46 -3.27 -0.80 0.0012
C 0.86 -4.34 -0.14 0.0040
C -0.47 -4.68 -0.50 0.0082
C -1.18 -3.91 -1.38 0.0045
C 1.56 -5.09 0.85 0.0005
N 2.12 -5.67 1.67 0.0020
H -2.47 -2.02 -2.80 0.0048
H -1.00 -1.02 -3.25 0.0048
H 1.32 -1.76 -2.29 0.0081
H 2.51 -3.06 -0.61 -0.0002
H -0.91 -5.57 -0.07 0.0007
H -2.19 -4.19 -1.65 0.0006
```

Output
- energy (Eh) = -1880.5817
- max |F| (hartree/bohr) = 0.0056
- energy relative to the best compared isomer or geometry (same formula, charge and spin) (kcal per mole) = 0.0
- charge = 0
- multiplicity = 3
- LUMO level (alpha / beta) (eV) = 0.312 / 0.304
- molecular weight (g/mol) = 371.08

> Which value of charge does entry 3 give?

-1

> What is the max |F| in the third record?

0.0087 hartree/bohr

> Which value of molecular weight does entry 2 give?

829.32 g/mol